A structure of composition C55H62N2O4S4SiTi. Source: the OMol25 dataset; level of theory: the ωB97M-V functional and the def2-TZVPD basis.

Values from the calculation:
Largest force on an atom = 0.9 eV Å⁻¹
Gap between HOMO and LUMO = 0.1679 Ha
Spin multiplicity = 1
E_HOMO = -0.957 eV
Charge = -2
Energy relative to the best compared isomer or geometry (same formula, charge and spin) = 0.0 kcal per mole
Electronic energy = -5275.5083 Ha

Each line ends with the Mulliken charge.
Element x y z (Å)
Ti1 -0.8210 -0.5457 -0.5172  -1.67
C1 5.7665 0.3972 1.9254  -2.14
C2 5.8043 -0.1281 0.4896  2.05
C3 6.6244 0.8581 -0.3536  -1.74
C4 6.5156 -1.4884 0.5042  -1.77
C5 4.4052 -0.2836 -0.1118  -0.24
C6 3.2566 0.0373 0.6046  -1.20
C7 1.9963 -0.1383 0.0303  0.02
N1 0.7370 0.0907 0.5586  1.37
C8 0.4157 0.3428 1.8895  -0.21
C9 1.2156 0.2931 3.0266  -0.54
C10 0.6690 0.5584 4.2816  -0.29
C11 -0.6815 0.8483 4.3620  -0.78
C12 -1.5506 0.8399 3.2635  0.18
C13 -0.9808 0.5568 2.0248  0.18
O1 -1.6581 0.4102 0.8751  -0.46
C14 -3.0457 1.0114 3.5534  2.78
C15 -3.2763 2.3400 4.2910  -2.12
C16 -3.4993 -0.1600 4.4368  -1.48
C17 -3.9262 1.0229 2.3043  -2.04
C18 1.5152 0.5286 5.5559  2.07
C19 1.5411 1.9291 6.1841  -1.74
C20 2.9596 0.1031 5.2874  -2.11
C21 0.9121 -0.4619 6.5617  -1.76
C22 1.8993 -0.5574 -1.3163  -0.06
O2 0.6557 -0.6076 -1.7923  0.66
C23 3.0416 -0.8848 -2.0558  -0.58
C24 4.2738 -0.7569 -1.4138  -0.69
C25 2.9306 -1.3160 -3.5155  2.80
C26 4.2826 -1.7238 -4.1063  -2.64
C27 1.9847 -2.5176 -3.6507  -1.50
C28 2.3940 -0.1383 -4.3376  -1.40
H1 6.7852 0.4843 2.3117  0.51
H2 5.2137 -0.2744 2.5850  0.40
H3 5.3019 1.3832 1.9800  0.38
H4 7.6326 0.9702 0.0571  0.44
H5 6.1454 1.8385 -0.3669  0.35
H6 6.7132 0.5182 -1.3855  0.31
H7 7.5138 -1.3949 0.9426  0.47
H8 6.6233 -1.8912 -0.5031  0.31
H9 5.9457 -2.2100 1.0922  0.35
H10 3.3422 0.4504 1.5921  0.89
H11 2.2539 0.0294 2.9463  0.17
H12 -1.1104 1.0442 5.3367  0.33
H13 -2.7434 2.3857 5.2422  0.35
H14 -4.3425 2.4612 4.4991  0.48
H15 -2.9486 3.1826 3.6781  0.39
H16 -2.9743 -0.1737 5.3947  0.28
H17 -3.3091 -1.1048 3.9241  0.11
H18 -4.5724 -0.0903 4.6339  0.47
H19 -3.6387 1.8420 1.6450  0.37
H20 -4.9652 1.1765 2.6112  0.60
H21 -3.8638 0.0869 1.7500  -0.01
H22 1.9836 2.6495 5.4938  0.34
H23 2.1274 1.9276 7.1083  0.47
H24 0.5324 2.2699 6.4191  0.30
H25 3.4716 0.8068 4.6277  0.38
H26 3.0080 -0.8873 4.8310  0.37
H27 3.5116 0.0672 6.2302  0.50
H28 -0.0952 -0.1677 6.8562  0.34
H29 1.5284 -0.5123 7.4645  0.45
H30 0.8486 -1.4602 6.1263  0.35
H31 5.1705 -1.0172 -1.9583  0.48
H32 4.7267 -2.5638 -3.5672  0.40
H33 4.9946 -0.8962 -4.1029  0.39
H34 4.1355 -2.0301 -5.1447  0.50
H35 2.3478 -3.3602 -3.0568  0.38
H36 1.9299 -2.8304 -4.6978  0.53
H37 0.9821 -2.2623 -3.3131  -0.16
H38 3.0842 0.7073 -4.2815  0.34
H39 1.4215 0.1848 -3.9729  -0.03
H40 2.2852 -0.4255 -5.3866  0.51
O3 -2.0745 -1.7885 -1.6890  0.50
C29 -1.7252 -3.1505 -1.8368  -1.12
C30 -0.5266 -3.5034 -1.0119  0.60
C31 0.1734 -4.6828 -1.2224  -0.88
C32 1.1964 -5.0070 -0.3490  -0.49
C33 1.4992 -4.1427 0.6961  -0.95
C34 0.8000 -2.9540 0.7910  -0.51
N2 -0.1852 -2.6400 -0.0588  1.84
H41 -3.1479 -1.8052 -1.4667  -0.79
H42 -1.5331 -3.3815 -2.8926  0.29
H43 -2.5714 -3.7551 -1.4836  0.57
H44 -0.0981 -5.3266 -2.0485  0.52
H45 1.7576 -5.9246 -0.4789  0.38
H46 2.2823 -4.3603 1.4085  0.50
H47 1.0218 -2.2245 1.5592  0.34
O4 -8.1484 -2.5808 2.8574  -0.69
C35 -7.1326 -2.5116 2.1910  0.59
S1 -7.1019 -2.2184 0.4588  -0.22
C36 -5.3614 -2.3724 0.1976  0.41
C37 -4.6087 -2.6368 1.2878  -0.33
S2 -2.8815 -2.8541 1.4221  -0.50
S3 -5.5145 -2.8205 2.7980  -0.16
S4 -4.9049 -2.1987 -1.4869  -0.61
C38 -0.2006 5.5168 -1.0371  -0.60
C39 0.6235 4.4018 -0.9479  -0.81
C40 0.1307 3.1462 -1.2720  0.12
C41 -1.1874 2.9683 -1.7028  0.10
C42 -1.9980 4.1020 -1.7827  -0.69
C43 -1.5154 5.3626 -1.4522  -0.71
Si1 -1.7946 1.2311 -2.1841  3.22
C44 -3.6751 1.3375 -2.3595  0.62
C45 -4.4549 1.4769 -1.2100  -0.03
C46 -5.8382 1.5102 -1.2680  -0.28
C47 -6.4806 1.3982 -2.4922  -0.62
C48 -5.7286 1.2573 -3.6485  -0.70
C49 -4.3411 1.2289 -3.5811  -0.45
C50 -1.1722 0.9900 -3.9697  0.03
C51 -1.2996 -0.2585 -4.5897  -0.11
C52 -0.9022 -0.4604 -5.9026  -0.59
C53 -0.3502 0.5850 -6.6328  -0.63
C54 -0.2048 1.8280 -6.0369  -0.66
C55 -0.6166 2.0241 -4.7232  -0.47
H48 0.1780 6.4978 -0.7738  0.33
H49 1.6491 4.5051 -0.6131  0.43
H50 0.7814 2.2819 -1.1754  -0.09
H51 -3.0291 3.9955 -2.1017  0.37
H52 -2.1698 6.2246 -1.5170  0.36
H53 -3.9674 1.5227 -0.2449  -0.31
H54 -6.4135 1.5814 -0.3529  0.44
H55 -7.5631 1.3910 -2.5407  0.33
H56 -6.2211 1.1506 -4.6085  0.34
H57 -3.7743 1.1092 -4.4973  0.30
H58 -1.7235 -1.0818 -4.0264  0.24
H59 -1.0150 -1.4393 -6.3549  0.38
H60 -0.0286 0.4279 -7.6562  0.33
H61 0.2305 2.6502 -6.5939  0.33
H62 -0.4964 3.0038 -4.2740  0.38